19
Properties=species:S:1:pos:R:3:forces:R:3:nbo_charge:R:1 method="wB97M-V/def2-TZVPD" charge=+1 de_lowest_ev=3.860
C 0.359747 -0.321258 -0.884337 0.60 1.34 0.62 0.3785
C -3.630883 0.114647 -0.074539 -0.30 0.80 0.25 -0.1911
C -3.113222 -0.803937 -0.592235 0.50 -0.75 -0.57 -0.2665
C 1.445488 -1.386155 0.791147 1.63 -2.11 -1.76 -0.2329
C 1.498477 0.073172 0.999724 0.46 1.15 1.08 -0.2475
C 0.348983 2.081965 -0.098459 0.64 -3.95 1.69 -0.3700
N 0.781843 -1.493902 -0.572002 0.43 -1.25 1.41 -0.5218
N 0.742912 0.607142 -0.073166 -1.35 1.76 -0.10 -0.2959
H -0.208923 -0.077020 -1.702200 -1.22 0.28 -2.08 0.2309
H -4.184788 0.966186 0.059852 -0.86 1.52 1.01 0.2341
H 0.875724 -2.228394 -1.249034 -0.09 -0.41 0.20 0.4429
H -2.888314 -1.489311 -1.323826 0.74 -1.56 -0.71 0.2264
H 2.504557 -1.650913 0.625143 -0.64 -0.80 0.45 0.2333
H 0.956326 -2.024754 1.522449 -0.02 0.19 -0.04 0.2451
H 1.090193 0.408295 1.942021 -0.04 0.04 0.37 0.2356
H 2.510008 0.449203 0.882149 0.25 0.12 0.39 0.2204
H 1.157386 2.507964 0.454949 0.19 1.04 -0.01 0.2275
H 0.347341 2.187330 -1.117221 -0.35 1.75 -2.30 0.2199
H -0.592857 2.079737 0.409592 -0.57 0.83 0.09 0.2312



13
Properties=species:S:1:pos:R:3:forces:R:3:nbo_charge:R:1 method="wB97M-V/def2-TZVPD" charge=0 de_lowest_ev=5.505
N -1.116294 0.355927 0.057774 2.58 1.23 -1.86 -0.5725
C -0.610825 -0.806645 0.517266 2.00 -0.51 1.74 0.1019
C 0.504646 1.066826 -0.473932 -3.85 2.36 1.38 -0.0457
C -0.798987 -1.420227 1.707298 0.30 0.15 -0.59 -0.4875
C 0.802778 1.396178 -1.719550 -0.30 -0.52 -0.17 -0.3739
C 0.623113 -1.068421 -0.271229 -0.70 -4.64 -1.21 0.1828
N 1.221453 -1.851528 -0.914222 -0.27 1.84 1.10 -0.2615
H -1.701482 0.814967 0.761811 0.46 0.53 -0.22 0.3743
H 0.764527 1.705131 0.366081 0.13 -0.26 -0.02 0.2017
H -0.377078 -2.396919 1.902948 0.12 0.17 -0.03 0.2241
H -1.210652 -0.867234 2.542884 -0.63 -0.19 -0.22 0.2076
H 1.329215 2.324471 -1.922350 0.64 -0.46 0.19 0.2268
H 0.569586 0.747473 -2.554778 -0.48 0.30 -0.09 0.2218



75
Properties=species:S:1:pos:R:3:forces:R:3:mulliken_charge:R:1 method="wB97M-V/def2-TZVPD" charge=0
O 17.622240 3.689370 20.021840 -3.27 1.59 -0.86 -0.5513
V 16.141500 4.390470 19.936480 2.06 -1.47 0.12 1.3007
O 16.088280 5.258090 18.615240 -0.02 -1.09 0.89 -0.3471
N 14.068140 1.823930 19.619410 -5.99 -8.95 0.73 0.8018
O 13.091340 1.571640 18.904150 -0.59 0.63 -1.50 -0.6392
O 14.342770 0.950490 20.436010 2.07 0.25 1.24 -0.6432
O 14.559520 2.865010 19.531960 5.89 9.74 -0.33 -0.6168
C 14.002910 5.010130 16.049160 -0.31 -1.71 0.66 -0.0384
C 12.653680 5.626160 16.244210 0.01 0.62 -0.89 -0.3351
O 12.925590 6.863090 16.877870 1.24 2.29 1.11 -0.3500
S 14.390150 7.514690 16.459880 0.27 -1.00 0.75 0.9716
O 15.166150 7.979780 17.650600 -2.45 -1.39 -3.27 -0.3327
O 14.228530 8.394000 15.321000 0.31 -0.92 1.70 -0.5793
O 14.899810 6.055780 15.895800 1.48 2.74 0.30 -0.3013
H 14.061160 4.439400 15.122350 -0.09 -0.22 0.25 0.3063
H 14.228580 4.404400 16.926810 0.49 -0.12 -0.10 -0.0176
H 11.984370 5.099160 16.924210 0.00 -0.15 -0.49 0.3650
H 12.299910 5.857120 15.239420 -0.90 -0.14 0.18 0.2398
O 11.610680 5.613940 21.112170 0.88 0.55 -1.06 -0.6615
S 12.872260 6.298660 21.209820 -0.82 0.69 2.72 0.8380
O 14.124670 5.608600 20.997780 -0.67 0.72 -0.64 -0.3254
O 12.924820 7.717250 20.390390 1.09 -1.91 0.36 -0.0263
C 11.766110 8.500690 20.248730 -1.56 1.46 -1.29 -0.2000
C 12.100060 9.664250 19.305950 0.86 -0.39 0.26 -0.9878
C 12.852450 7.001360 22.921340 1.32 -0.09 -1.14 -0.9699
H 11.387580 8.912990 21.184050 0.06 -0.44 0.26 0.3249
H 10.992910 7.967600 19.695490 -0.14 -0.51 0.64 0.2505
H 12.358090 9.196460 18.355850 0.12 0.39 -0.13 0.0766
H 12.953960 10.215340 19.699990 0.18 0.00 -0.16 0.2651
H 11.312550 10.403250 19.158290 -0.30 -0.41 0.17 0.4164
H 12.201760 7.875240 22.889100 -0.25 -0.43 0.28 0.3745
H 13.868020 7.345760 23.116570 0.08 0.12 -0.11 0.2167
H 12.667230 6.240560 23.679620 -0.52 0.01 -0.39 0.3632
O 16.106600 4.026110 22.179990 -0.58 0.13 2.03 -0.0154
S 16.133910 4.120750 23.641730 0.20 -2.80 0.30 0.9748
O 15.136040 4.833040 24.404590 0.61 -0.36 -0.94 -0.6716
O 16.170430 2.514380 24.160430 0.23 1.86 -2.18 -0.1234
C 15.789480 2.140970 25.473960 0.19 0.84 1.11 -0.4547
C 16.677680 1.016790 26.039910 -1.10 -0.83 -0.41 -1.0086
C 17.772560 4.598850 24.143520 -0.50 -0.16 -0.28 -0.7324
H 14.713510 1.967910 25.452820 0.10 -0.74 0.10 0.3688
H 15.869440 3.003660 26.135380 0.25 0.26 0.07 0.3480
H 16.361110 0.050200 25.648030 -0.09 -0.04 -0.37 0.3114
H 16.475180 0.894470 27.103930 0.18 0.42 0.13 0.4215
H 17.749050 1.039750 25.840540 -0.21 0.78 0.10 0.1276
H 18.441340 4.404550 23.305020 -0.11 0.42 -0.08 -0.0057
H 18.088190 3.907760 24.925100 -0.22 0.34 0.27 0.4390
H 17.631120 5.635370 24.449650 0.63 -0.02 -0.01 0.3966
O 16.934920 6.367100 20.885070 1.07 2.54 1.13 0.1453
S 17.266510 7.755570 21.317310 -1.73 1.19 1.38 0.8982
O 17.360810 8.130620 22.768600 0.50 -1.78 -3.79 -0.7068
O 18.598210 8.294320 20.554770 -1.74 -0.21 2.97 -0.2924
C 18.865930 7.871580 19.244720 1.98 0.08 -0.67 0.3143
C 20.125550 8.681370 18.819260 -0.78 0.31 -0.26 -1.4711
C 15.992360 8.998750 20.695790 0.05 -1.50 0.16 -0.8148
H 17.998030 8.040550 18.607310 0.12 -0.11 -0.20 0.1821
H 19.162120 6.824940 19.314880 -0.39 -0.15 -0.46 0.1458
H 20.010670 9.764460 18.862010 -0.84 0.08 -0.35 0.3719
H 20.315180 8.393520 17.785200 0.44 0.08 0.09 0.3869
H 21.006510 8.620360 19.458240 -0.10 -1.12 0.02 0.3507
H 16.565940 9.841530 20.309990 -0.29 -0.06 0.17 0.5000
H 15.311080 9.204310 21.521450 0.74 0.35 0.46 0.4147
H 15.277240 8.564590 19.997070 0.74 -0.23 -0.65 -0.0280
C 20.409360 1.209430 24.434280 0.42 0.42 0.05 -0.3981
C 19.358100 0.470860 23.956030 -1.06 -0.70 -0.09 -0.3040
C 18.780450 0.716340 22.732260 -0.60 1.07 -0.26 -0.8459
C 19.207700 1.821940 22.043570 2.43 0.65 -1.34 -0.0430
C 20.336260 2.575950 22.457670 0.13 -0.99 1.31 -0.6324
C 20.938680 2.299160 23.707290 -1.13 -1.04 -0.36 -0.3980
H 20.817270 0.821310 25.355890 0.36 0.57 0.27 0.3980
H 18.863990 -0.295190 24.535200 0.57 -0.36 0.29 0.5513
H 17.954790 0.164490 22.307810 -0.02 -0.31 0.27 0.3757
H 18.962290 1.988570 21.005100 -0.75 0.05 0.10 0.4147
H 20.852260 3.226550 21.767120 -0.37 0.43 -0.01 0.4863
H 21.787300 2.826560 24.117280 0.12 0.13 -0.28 0.4343



63
Properties=species:S:1:pos:R:3:forces:R:3:nbo_charge:R:1 method="wB97M-V/def2-TZVPD" charge=-1
C 0.062226 1.116784 -5.117130 -0.29 -0.29 0.46 -0.1833
C 0.288831 1.585581 -4.029266 0.60 -1.28 0.59 -0.0533
C 0.459266 1.956976 -2.564198 -0.51 1.18 -1.23 0.1707
C 1.867481 1.878931 -1.908815 0.82 -0.55 -0.85 -0.4351
C 2.733822 0.655559 -2.255643 0.43 -1.24 0.79 -0.0494
C 3.223720 -0.124569 -1.159679 0.20 -0.06 -0.41 -0.2069
C 4.029564 -1.264984 -1.337482 0.03 0.15 -0.93 -0.2069
C 4.364245 -1.698223 -2.649160 -0.66 1.00 0.51 -0.2193
C 3.899110 -0.931116 -3.736211 -0.02 0.03 0.33 -0.2346
C 3.108472 0.237348 -3.552217 0.27 -0.32 0.33 -0.1637
O 0.243779 3.410046 -2.609202 -1.25 0.03 0.09 -0.6927
S -1.341758 3.752262 -2.847443 0.30 1.19 1.26 2.5314
O -1.643869 4.836828 -1.970891 0.07 -0.72 0.43 -0.9015
O -1.664656 4.050463 -4.205623 0.25 -1.52 -0.08 -0.8944
O -1.888187 2.328248 -2.298180 0.90 1.29 -1.74 -0.6974
C -0.807728 1.456126 -1.793416 -1.81 -0.46 1.03 0.2691
C -1.396223 0.033913 -2.099977 0.80 0.18 -0.37 -0.4385
C -0.356228 -1.103108 -2.311071 -0.67 -0.82 0.62 -0.4074
C 0.161779 -1.766957 -0.983767 -0.35 -0.48 -0.79 -0.2174
C -0.977750 -2.339639 -0.082775 0.55 1.23 0.25 -0.6169
C 1.117774 -2.928924 -1.418632 -0.15 0.41 -0.28 -0.6136
C -0.894575 1.722445 -0.213916 1.38 0.43 0.26 -0.1020
O -1.981106 2.563568 0.121264 0.29 -1.17 0.79 -0.5216
C -3.136021 1.841676 0.546370 -1.05 -0.24 -0.93 -0.2584
H -0.261669 0.535006 -5.974960 0.38 0.74 0.39 0.2462
H 1.814295 1.957846 -0.807341 -0.27 0.00 -0.66 0.2447
H 2.422402 2.773427 -2.271452 -0.55 -0.45 0.21 0.2524
H 2.992952 0.170557 -0.123761 -0.01 -0.06 -0.59 0.2221
H 4.406305 -1.829607 -0.473134 -0.31 0.36 -0.37 0.2221
H 4.965315 -2.604525 -2.802367 -0.30 0.51 0.03 0.2166
H 4.173950 -1.267793 -4.749440 -0.27 0.38 0.51 0.2115
H 2.792890 0.814522 -4.431393 0.14 -0.33 0.46 0.2179
H -2.051540 -0.222493 -1.242811 0.28 0.13 -0.66 0.2304
H -2.034198 0.144410 -2.999047 0.43 -0.08 0.44 0.2347
H -0.887844 -1.917865 -2.864286 0.35 0.52 0.25 0.2041
H 0.511213 -0.828980 -2.942276 -0.52 0.14 0.36 0.2199
H 0.673623 -0.968649 -0.405490 0.07 -0.64 -0.19 0.1970
H -0.493596 -2.848853 0.776945 -0.56 0.05 -0.52 0.2330
H -1.695938 -2.988613 -0.621809 0.54 0.21 0.25 0.1999
H -1.525499 -1.468876 0.347427 0.10 -0.80 -0.11 0.2086
H 1.599090 -2.658054 -2.387018 0.04 -0.16 0.79 0.2056
H 0.523659 -3.845231 -1.645741 0.31 0.56 0.39 0.2030
H 1.891975 -3.152718 -0.655342 -0.51 0.03 -0.50 0.2167
H -0.907860 0.747209 0.324191 -0.20 0.61 -0.33 0.2077
H 0.016369 2.242023 0.166100 -0.57 -0.21 -0.44 0.1945
H -2.910105 0.896861 1.083279 0.13 0.73 0.05 0.1941
H -3.799977 2.505830 1.137856 0.75 -0.35 -0.14 0.1992
H -3.743932 1.551357 -0.351465 0.41 0.16 0.49 0.1576
C -0.973490 1.929749 5.074998 -0.62 0.86 0.75 0.7066
F -0.466285 2.886708 4.287282 0.12 -0.42 -0.14 -0.3184
F -0.562775 2.190957 6.327414 0.14 -0.22 -0.20 -0.3216
F -2.308977 2.084362 5.073347 0.15 -0.21 -0.19 -0.3228
S -0.476386 0.253923 4.526348 0.48 0.51 -0.42 2.2430
O 0.958333 0.257388 4.619131 -0.11 -0.07 0.28 -0.9340
O -1.003658 0.141543 3.191403 -0.33 -0.09 -0.01 -0.9560
N -1.247092 -0.552785 5.649179 0.45 -0.39 -0.66 -1.2024
S -1.110176 -2.130921 5.546730 0.03 -0.94 -0.01 2.2394
O 0.187476 -2.674180 5.841626 0.01 0.35 0.17 -0.9330
O -1.804448 -2.754926 4.452483 -0.19 0.35 0.03 -0.9367
C -2.122390 -2.531575 7.021372 -0.73 0.29 1.01 0.7058
F -3.380716 -2.071407 6.908814 0.19 -0.07 -0.24 -0.3235
F -1.618436 -1.986314 8.141815 0.17 -0.07 -0.25 -0.3229
F -2.205037 -3.852232 7.230420 0.24 0.09 -0.36 -0.3199



8
Properties=species:S:1:pos:R:3:forces:R:3:nbo_charge:R:1 method="wB97M-V/def2-TZVPD" smiles=FOOC#CP charge=0 de_lowest_ev=9.967
F -2.641048 -0.560828 -1.631383 1.11 -1.03 0.37 -0.1750
O -1.519067 -1.539888 -1.790616 -0.83 1.53 -1.45 0.1266
O -0.896354 -1.763272 -0.620917 0.02 -0.55 2.19 -0.1828
C -0.215192 -0.769717 -0.065699 -0.18 -0.05 -1.15 0.2717
C 0.437347 0.128673 0.393949 0.26 0.75 -0.53 -0.3986
P 1.103277 1.723172 0.892108 0.95 -1.29 1.05 0.3310
H 2.584751 1.609377 0.552243 -1.75 -0.31 0.51 0.0099
H 1.146285 1.172483 2.270315 0.42 0.96 -0.99 0.0171



29
Properties=species:S:1:pos:R:3:forces:R:3:nbo_charge:R:1 method="wB97M-V/def2-TZVPD" charge=+1 de_lowest_ev=0.000
O -0.531652 -1.707606 1.321341 -0.11 -0.09 -0.12 -0.5281
C -0.871363 -0.746787 0.683865 0.46 0.18 0.24 0.4520
C -0.016715 -0.183557 -0.447255 -0.24 -0.01 -0.19 -0.1719
C -0.851840 0.139361 -1.687403 -0.05 -0.14 -0.07 -0.4438
C -1.774265 1.334872 -1.476342 0.08 0.44 0.22 -0.0690
O -1.071629 2.485381 -0.963150 0.02 -0.35 -0.35 -0.7534
N 1.069037 -1.152181 -0.731966 0.20 -0.22 -0.03 -0.7281
H -1.786364 -0.193168 0.928113 -0.09 0.02 -0.08 0.1537
H 0.461874 0.729817 -0.094283 -0.02 0.04 0.12 0.2546
H -1.443637 -0.740076 -1.957942 -0.07 0.06 -0.04 0.2419
H -0.189248 0.334932 -2.534203 0.08 0.06 0.03 0.2183
H -2.545475 1.116896 -0.739281 0.01 -0.01 0.00 0.1926
H -2.282142 1.615350 -2.398584 0.01 -0.18 -0.06 0.2055
H -0.593741 2.909978 -1.688143 -0.09 0.02 0.19 0.4931
H 0.679118 -2.069683 -1.007295 -0.13 -0.01 0.28 0.4632
H 1.670733 -0.841928 -1.491846 -0.03 0.19 0.02 0.4201
H 1.676003 -1.252286 0.172394 -0.19 -0.17 -0.20 0.4741
H -0.811603 -3.735416 -0.102113 0.01 0.01 -0.06 0.5030
H -0.692304 -4.206734 -1.568459 -0.02 -0.01 0.03 0.4998
O -0.622846 -3.432170 -0.999530 0.06 0.03 -0.05 -0.9757
H -0.724178 2.499263 0.829402 -0.11 0.23 0.11 0.5103
H -0.941444 2.840312 2.349316 0.01 -0.04 -0.18 0.4996
O -0.537750 2.209553 1.741320 0.10 -0.15 0.03 -0.9975
H 2.638175 1.903808 2.599668 -0.01 0.06 -0.02 0.4966
H 1.221695 1.802011 1.942330 0.13 0.01 0.14 0.5147
O 2.138105 1.454234 1.911935 -0.13 -0.05 -0.11 -0.9975
H 2.410420 -0.242202 1.726192 -0.06 0.02 0.32 0.5214
H 1.907157 -1.671176 2.179941 0.17 0.25 -0.12 0.5033
O 2.415888 -1.200798 1.501981 0.00 -0.19 -0.04 -0.9529



Number 1: energy -9370.875 eV, LUMO energy -2.96 eV. Number 2: energy -8256.853 eV, LUMO energy -0.93 eV. Number 3: energy -125545.444 eV, LUMO energy -1.00 eV. Number 4: energy -89855.237 eV, LUMO energy 2.29 eV. Number 5: energy -18198.162 eV, LUMO energy -0.68 eV. Number 6: energy -18209.983 eV, LUMO energy -2.77 eV.